Record 1
C26H31N7OS | ωB97M-V/def2-TZVPD

The geometry in ORCA input format:
```
! wB97M-V def2-TZVPD RIJCOSX def2/J DEFGRID3
* xyz 0 1
C 6.031 -3.479 2.208
C 6.508 -2.330 1.184
C 5.976 -0.945 1.807
C 4.412 -0.894 1.526
C 3.715 0.406 2.079
C 4.282 0.950 3.336
C 3.760 2.221 3.984
N 4.252 2.795 5.160
S 3.275 4.172 5.262
N 2.238 4.062 3.941
C 2.607 2.901 3.264
C 2.021 2.326 1.977
N 0.956 3.075 1.379
C 2.538 1.096 1.359
C 2.005 0.482 0.027
C 0.455 0.611 -0.186
O 0.071 1.454 -1.011
C -0.634 -0.258 0.519
C -0.396 -1.491 1.308
C -1.565 -2.208 1.904
C -2.982 -1.755 1.733
C -3.225 -0.505 0.962
C -2.067 0.203 0.387
H 5.473 -4.271 1.642
H 5.306 -3.050 2.955
H 6.919 -3.857 2.775
H 6.074 -2.477 0.158
H 7.632 -2.327 1.110
H 6.535 -0.111 1.305
H 6.217 -1.018 2.906
H 3.887 -1.844 1.824
H 4.320 -0.835 0.397
H 5.142 0.457 3.864
H 1.151 3.336 0.412
H 0.694 3.879 1.950
H 2.504 1.053 -0.816
H 2.300 -0.594 -0.131
H 0.656 -1.862 1.458
H -1.433 -3.149 2.500
H -3.849 -2.342 2.174
H -4.249 -0.081 0.776
H -2.259 1.149 -0.188
C -5.201 -5.602 0.988
C -4.626 -4.845 2.129
N -4.178 -4.253 3.017
H -6.286 -5.502 0.988
H -4.807 -5.212 0.050
H -4.940 -6.656 1.075
C -1.472 -0.679 -3.174
C -2.311 -1.886 -3.390
N -2.965 -2.826 -3.558
H -1.232 -0.575 -2.117
H -0.546 -0.763 -3.743
H -2.011 0.209 -3.503
C -5.179 1.671 -5.207
C -3.717 1.442 -5.333
N -2.577 1.265 -5.431
H -5.717 1.016 -5.892
H -5.501 1.460 -4.187
H -5.414 2.708 -5.447
C -4.338 5.909 -4.594
C -5.589 5.234 -5.026
N -6.563 4.708 -5.363
H -4.143 5.689 -3.545
H -3.500 5.555 -5.194
H -4.437 6.987 -4.720
*
```

LUMO level = -0.76 eV

Atomic partial charges in e from the Löwdin method, atoms 1 to 8: C -0.121; C -0.237; C -0.218; C -0.173; C -0.111; C 0.019; C -0.331; N -0.234



Record 2
C21H42B2Cl22N2O10P3 | ωB97M-V/def2-TZVPD

The geometry in ORCA input format:
```
! wB97M-V def2-TZVPD RIJCOSX def2/J DEFGRID3
* xyz -1 1
N 0.219 -3.044 -2.561
B 0.315 -2.670 -1.169
O 1.533 -2.127 -0.774
C -0.978 -2.854 -0.201
O -1.057 -4.010 0.670
B 0.160 -4.489 1.072
O 0.878 -3.966 2.169
O 0.742 -5.601 0.419
O -1.997 -3.137 -1.141
P -3.162 -1.895 -1.404
N -3.380 -2.465 -3.101
P -4.563 -0.164 -1.753
P -6.508 -0.593 -0.860
O -6.441 -0.687 0.614
O -7.531 0.602 -1.305
O -7.143 -1.935 -1.480
O -2.789 -1.167 0.138
C -1.559 -1.618 0.610
C -0.655 -0.379 0.944
C -0.781 0.763 -0.089
O -1.642 1.618 -0.018
C 0.284 0.783 -1.197
C 1.596 0.990 -0.805
C 2.617 0.989 -1.756
C 2.216 0.761 -3.082
C 0.898 0.582 -3.469
C -0.103 0.592 -2.502
H 1.053 -2.718 -3.042
H 0.066 -4.038 -2.683
H 1.581 -2.012 0.181
H 1.732 -3.679 1.819
H 1.444 -5.229 -0.133
H -2.091 -1.073 -1.946
H -4.156 -2.779 -0.892
H -3.784 -1.674 -3.596
H -2.459 -2.632 -3.496
H -4.039 0.892 -0.969
H -7.029 1.414 -1.499
H -6.795 -2.693 -0.990
H -1.777 -2.032 1.608
H 0.396 -0.617 1.159
H -1.062 0.043 1.877
H 1.795 1.143 0.253
H 3.634 1.128 -1.419
H 2.970 0.718 -3.854
H 0.642 0.401 -4.512
H -1.142 0.445 -2.784
C -7.944 -4.380 1.658
Cl -8.405 -5.591 2.868
Cl -6.363 -4.726 0.957
H -8.685 -4.378 0.867
H -7.906 -3.406 2.134
C 4.891 -3.201 -1.014
Cl 5.253 -3.506 -2.716
Cl 3.874 -4.472 -0.323
H 5.824 -3.178 -0.462
H 4.379 -2.247 -0.930
C 6.382 -0.092 -4.097
Cl 5.039 0.152 -2.976
Cl 5.826 -0.768 -5.636
H 6.858 0.865 -4.287
H 7.094 -0.778 -3.650
C -0.690 2.906 2.941
Cl 0.967 2.375 2.605
Cl -1.442 1.912 4.191
H -0.663 3.936 3.281
H -1.272 2.826 2.027
C 2.190 2.729 5.996
Cl 3.628 3.696 6.356
Cl 2.132 1.255 6.975
H 1.308 3.323 6.210
H 2.206 2.451 4.949
C 6.557 -2.376 -9.338
Cl 6.585 -3.960 -8.554
Cl 5.131 -1.444 -8.874
H 7.444 -1.826 -9.044
H 6.546 -2.519 -10.413
C 5.697 0.336 6.703
Cl 6.843 1.608 7.134
Cl 6.277 -0.630 5.339
H 5.561 -0.316 7.560
H 4.755 0.794 6.431
C -4.989 3.641 -0.790
Cl -6.210 3.896 0.462
Cl -5.705 3.002 -2.276
H -4.512 4.589 -1.013
H -4.253 2.931 -0.423
C -9.305 6.409 -0.143
Cl -10.661 7.129 -1.024
Cl -7.929 7.513 -0.053
H -9.629 6.172 0.863
H -8.994 5.506 -0.657
C 2.440 2.456 10.383
Cl 4.096 2.764 10.922
Cl 1.453 3.922 10.444
H 2.467 2.099 9.360
H 1.995 1.708 11.031
C 6.359 3.945 -3.091
Cl 7.998 3.389 -3.470
Cl 5.612 2.963 -1.830
H 6.410 4.973 -2.751
H 5.752 3.880 -3.988
*
```

LUMO level = 1.35 eV

Atomic partial charges in e from the Löwdin method, atoms 1 to 8: N 0.204; B -0.559; O 0.115; C -0.311; O 0.172; B -0.778; O 0.155; O 0.136



Record 3
C4H7N3 | ωB97M-V/def2-TZVPD

The geometry in ORCA input format:
```
! wB97M-V def2-TZVPD RIJCOSX def2/J DEFGRID3
* xyz 0 1
C -0.804 1.887 -1.719
N 0.001 1.257 -0.688
C 0.692 -0.801 -0.598
C 0.543 -1.124 0.580
C 0.581 -1.955 1.792
N -0.367 0.646 1.465
N -0.409 1.277 0.494
H -1.847 1.555 -1.704
H -0.360 1.605 -2.675
H -0.765 2.975 -1.635
H 0.964 -0.811 -1.630
H 1.154 -1.466 2.585
H -0.426 -2.131 2.181
H 1.044 -2.915 1.553
*
```

LUMO level = 0.67 eV

Atomic partial charges in e from the Löwdin method, atoms 1 to 8: C -0.102; N -0.080; C 0.066; C -0.233; C -0.124; N 0.183; N -0.200; H 0.076



Record 4
C13H8BF4MnNO9S3 | ωB97M-V/def2-TZVPD

The geometry in ORCA input format:
```
! wB97M-V def2-TZVPD RIJCOSX def2/J DEFGRID3
* xyz 0 4
Mn -0.772 -0.310 0.813
O 1.752 -1.962 -0.565
S 2.190 -0.828 0.188
O 3.225 -0.012 -0.352
O 0.973 0.065 0.530
C 2.742 -1.387 1.797
C 4.110 -1.490 1.979
C 4.615 -2.008 3.163
C 3.756 -2.422 4.170
C 2.385 -2.319 3.997
C 1.881 -1.805 2.812
S 0.114 -1.744 2.692
O -0.425 -2.560 3.719
O -0.300 -2.100 1.296
O -0.329 -0.305 2.718
H 4.762 -1.158 1.183
H 5.684 -2.099 3.292
H 4.148 -2.827 5.092
H 1.689 -2.648 4.756
F -0.995 4.043 0.705
B -0.045 3.127 0.623
F -1.369 1.372 0.684
F 0.443 2.814 -0.573
F 0.614 2.759 1.714
O -5.334 1.991 -1.606
S -4.759 0.821 -2.182
O -5.576 -0.030 -2.987
N -4.047 -0.104 -0.966
C -2.791 -0.155 -1.143
O -1.983 -0.789 -0.296
C -2.221 0.514 -2.342
C -0.907 0.554 -2.770
C -0.621 1.313 -3.898
C -1.621 2.017 -4.556
C -2.944 1.960 -4.126
C -3.219 1.184 -3.024
H -0.126 0.022 -2.242
H 0.399 1.372 -4.252
H -1.369 2.624 -5.415
H -3.728 2.512 -4.627
*
```

LUMO level (alpha / beta) = -4.57 / -2.85 eV
<S²> = 3.84

Atomic partial charges in e from the Löwdin method, atoms 1 to 8: Mn 1.106; O -0.242; S 0.578; O -0.224; O -0.364; C -0.207; C -0.027; C -0.030



Record 5
C28H18AlClIN3O5S | ωB97M-V/def2-TZVPD

The geometry in ORCA input format:
```
! wB97M-V def2-TZVPD RIJCOSX def2/J DEFGRID3
* xyz 0 1
Al -0.191 1.940 -0.654
Cl -6.386 0.505 1.829
C -4.813 1.135 1.489
C -4.239 2.028 2.363
C -2.975 2.548 2.091
I -2.007 3.831 3.437
C -2.289 2.214 0.940
O -1.118 2.694 0.613
C -2.864 1.272 0.059
N -2.104 0.957 -1.022
C -2.627 0.085 -1.874
C -3.876 -0.512 -1.710
C -4.648 -0.206 -0.613
C -4.141 0.716 0.319
H -4.769 2.334 3.251
H -2.053 -0.171 -2.746
H -4.229 -1.206 -2.456
H -5.619 -0.648 -0.462
O 3.195 -0.240 -6.356
C 3.643 0.581 -5.567
O 4.710 1.165 -5.457
C 2.594 0.956 -4.417
C 1.348 0.341 -4.436
C 0.436 0.621 -3.444
N 0.686 1.462 -2.438
C 1.884 2.075 -2.436
C 2.857 1.856 -3.392
C 2.095 3.026 -1.290
O 3.166 3.520 -1.046
O 1.005 3.202 -0.601
H 1.130 -0.346 -5.241
H -0.530 0.150 -3.454
H 3.800 2.382 -3.334
N 0.578 0.447 0.226
S -0.044 -0.209 1.565
C -0.028 -1.951 1.077
C -1.247 -2.572 0.864
C -1.274 -3.830 0.285
C -0.090 -4.445 -0.087
C 1.127 -3.821 0.142
C 1.163 -2.568 0.727
C 1.326 -0.245 2.741
C 2.374 0.649 2.618
C 3.413 0.590 3.535
C 3.383 -0.338 4.563
C 2.309 -1.205 4.693
C 1.271 -1.161 3.781
H 1.471 0.045 -0.029
H -2.162 -2.067 1.138
H -2.217 -4.324 0.114
H -0.111 -5.411 -0.568
H 2.049 -4.302 -0.145
H 2.109 -2.074 0.900
H 2.382 1.386 1.827
H 4.243 1.272 3.443
H 4.193 -0.381 5.274
H 2.278 -1.917 5.503
H 0.432 -1.835 3.867
*
```

LUMO level = -1.56 eV

Atomic partial charges in e from the Löwdin method, atoms 1 to 8: Al 0.044; Cl 0.714; C -0.608; C -0.149; C -0.616; I 0.954; C -0.406; O -0.043



Record order is preserved below.
Electronic energy: -1865.87274, -12885.57543, -320.70526, -4002.15509, -3016.96919 Eh
Record order is preserved below.
Molar mass: 489.649, 1377.083, 97.121, 560.148, 697.874 g/mol